{"formula": "C22H87GaO21P", "method": "wB97M-V/def2-TZVPD", "symbols": ["C", "C", "C", "C", "C", "C", "C", "C", "C", "C", "C", "C", "C", "C", "C", "C", "C", "C", "Ga", "C", "C", "C", "C", "O", "P", "O", "H", "H", "H", "H", "H", "H", "H", "H", "H", "H", "H", "H", "H", "H", "H", "H", "H", "H", "H", "H", "H", "H", "H", "H", "H", "H", "H", "H", "H", "H", "H", "H", "H", "H", "H", "H", "H", "H", "H", "H", "H", "H", "H", "H", "H", "H", "H", "H", "H", "O", "H", "H", "O", "H", "H", "O", "H", "H", "O", "H", "H", "O", "H", "H", "O", "H", "H", "O", "H", "H", "O", "H", "H", "O", "H", "H", "O", "H", "H", "O", "H", "H", "O", "H", "H", "O", "H", "H", "O", "H", "H", "O", "H", "H", "O", "H", "H", "O", "H", "H", "O", "H", "H", "O", "H", "H"], "xyz": [[-4.87304, -8.89538, 2.98909], [-3.51923, -8.33001, 2.38249], [-3.23998, -9.03209, 0.98390], [-1.66185, -9.07654, 0.79549], [-1.29708, -8.52290, -0.63417], [-1.32648, -6.95198, -0.55712], [-1.48889, -6.35282, -2.01464], [-2.56957, -5.20432, -2.10405], [-1.86741, -3.79164, -2.08901], [-2.44112, -2.82440, -3.20288], [-3.36644, -1.77336, -2.42171], [-2.53201, -0.52056, -1.96591], [-3.29767, 0.80396, -2.37154], [-2.39653, 2.09802, -2.22415], [-3.15314, 3.23971, -1.43769], [-2.06323, 4.13994, -0.70762], [-1.59570, 5.35226, -1.59245], [-0.09618, 5.28516, -2.06102], [1.12496, 5.09455, -0.41398], [3.01679, 5.91162, -0.71364], [4.00713, 5.07390, 0.19740], [5.36895, 5.79806, 0.47089], [5.47867, 6.53752, 1.85556], [4.43585, 6.23574, 2.79953], [1.51963, 2.77385, -0.01895], [2.20561, 2.07867, -1.23734], [-4.69763, -9.42785, 3.94904], [-5.35835, -9.55397, 2.23702], [-5.54258, -8.02923, 3.18011], [-3.62020, -7.23467, 2.20409], [-2.69566, -8.52238, 3.09825], [-3.66081, -8.38817, 0.18321], [-3.64752, -10.06565, 0.97483], [-1.28392, -10.10692, 0.98066], [-1.21109, -8.39206, 1.54431], [-0.29536, -8.90738, -0.91406], [-2.06448, -8.85673, -1.37308], [-0.39675, -6.56437, -0.08882], [-2.22441, -6.67425, 0.03696], [-1.86482, -7.19163, -2.64839], [-0.47927, -6.01202, -2.32348], [-3.28008, -5.28986, -1.25599], [-3.12020, -5.31909, -3.06768], [-0.76916, -3.89670, -2.23565], [-2.01534, -3.34702, -1.07968], [-3.01835, -3.38868, -3.95998], [-1.64642, -2.21005, -3.68559], [-3.80694, -2.24867, -1.51434], [-4.19997, -1.51497, -3.11022], [-2.45100, -0.51132, -0.85472], [-1.53238, -0.45039, -2.44240], [-4.17672, 0.91778, -1.70345], [-3.57492, 0.72015, -3.44660], [-1.38961, 1.88811, -1.80445], [-2.22008, 2.50416, -3.24798], [-3.65182, 3.88599, -2.19455], [-3.83682, 2.85311, -0.65463], [-2.49144, 4.56859, 0.23095], [-1.24580, 3.45662, -0.40832], [-1.74027, 6.28783, -0.99712], [-2.28748, 5.46227, -2.47123], [0.13969, 6.29046, -2.51580], [0.04964, 4.47483, -2.81464], [0.43508, 5.69381, 0.90335], [3.24978, 5.77798, -1.79295], [2.93944, 6.97395, -0.39408], [3.50002, 4.69010, 1.10321], [4.24623, 4.17261, -0.42230], [5.50502, 6.57337, -0.32334], [6.21524, 5.08031, 0.34464], [5.56527, 7.64519, 1.79186], [6.43218, 6.19528, 2.31812], [4.78753, 5.73072, 3.53700], [2.44284, 2.64733, 1.08631], [0.33820, 2.05169, 0.34881], [-3.62306, 2.39570, -5.33324], [-2.88393, 2.81554, -5.78383], [-3.81479, 2.98658, -4.59701], [4.48622, 10.38649, 1.48427], [5.06596, 10.48238, 2.24429], [3.98581, 9.58386, 1.67448], [1.90883, -6.12247, -0.74971], [1.87489, -5.30708, -1.25800], [2.48974, -6.69018, -1.26431], [8.30708, 7.50176, 2.70876], [8.05763, 8.42914, 2.75698], [8.63943, 7.39602, 1.81162], [2.28472, 8.28685, 3.48973], [2.15999, 8.25546, 4.44251], [3.08166, 7.74998, 3.33802], [0.03990, 8.33555, -3.92930], [0.78514, 8.74724, -4.37644], [-0.15046, 8.92813, -3.19567], [-0.49226, 7.08211, 4.48493], [0.25230, 7.49068, 4.01443], [-0.67039, 7.68862, 5.21189], [-3.31820, 8.12906, 4.93166], [-3.65249, 7.68370, 5.71551], [-2.47670, 7.69086, 4.75115], [-0.00154, -8.87925, 3.59419], [-0.02034, -8.58452, 4.51058], [0.93359, -9.01404, 3.41040], [2.73543, -5.41618, 2.28890], [2.42195, -5.67018, 1.41044], [2.11767, -5.84977, 2.88904], [0.34479, -11.11712, -1.90517], [0.03065, -11.37502, -2.77698], [-0.26960, -11.54311, -1.29937], [3.86032, -4.88822, -2.11110], [3.84364, -4.58947, -1.19524], [4.79510, -5.02362, -2.29290], [5.28388, 5.22714, 5.39060], [5.15679, 5.18598, 6.34235], [6.07629, 4.70194, 5.23578], [-0.55989, 4.38269, 2.84074], [-0.17365, 5.17649, 3.22489], [-1.36577, 4.23913, 3.34858], [1.28753, -3.43936, 3.69010], [1.25276, -2.62082, 3.18780], [1.87706, -4.01278, 3.17130], [-5.31452, -2.78607, -5.09318], [-5.45435, -1.95904, -5.56571], [-6.20300, -3.12371, -4.94646], [1.81656, 2.50625, -4.36191], [0.92216, 2.45228, -4.70694], [1.70188, 2.42689, -3.40048], [-0.17767, 3.44372, 5.89237], [-0.19534, 4.26600, 5.39190], [0.37934, 2.86574, 5.36226], [0.95086, -7.04414, -4.55084], [0.64346, -7.66204, -3.87978], [0.23021, -6.41142, -4.63001]], "forces_ev_per_angstrom": [[0.41, 0.96, -0.19], [-1.24, -1.02, -0.50], [1.68, 0.74, 1.35], [-0.78, 0.35, -0.97], [0.21, 0.25, 1.27], [-0.28, -0.59, -1.16], [-0.86, -0.32, 1.04], [1.40, 0.19, -0.42], [-0.13, -0.06, -0.60], [-0.47, 0.72, 2.00], [0.68, -0.41, -0.83], [-1.39, 0.83, -0.25], [1.32, -0.03, 0.11], [-1.24, 0.10, -0.30], [2.04, 0.32, 0.27], [-1.16, 0.37, -0.32], [0.45, -0.07, -0.05], [-0.63, 0.56, 0.36], [0.11, 0.77, -0.60], [-0.47, -1.08, 0.89], [0.13, 0.23, -1.62], [-0.39, 0.46, 0.00], [1.06, -0.82, 0.44], [-0.34, 0.49, -0.44], [1.45, -0.46, -1.90], [-0.99, 0.55, 0.99], [-0.23, 0.21, -0.71], [0.18, 0.31, 0.71], [0.15, -0.73, 0.06], [0.28, -0.74, 0.26], [-0.37, 0.19, -0.57], [-0.05, -0.70, 0.38], [0.06, 0.75, -0.16], [-0.16, 0.65, -0.12], [-0.11, -0.64, -0.47], [-0.60, 0.37, -0.19], [0.66, 0.06, 0.42], [-0.75, -0.29, -0.10], [0.63, 0.00, -0.18], [0.59, 0.56, 0.19], [-0.75, -0.17, -0.26], [0.28, -0.03, -0.59], [0.25, 0.11, 0.77], [-0.66, -0.16, 0.13], [0.26, -0.08, -0.72], [0.36, 0.36, 0.38], [-0.47, -0.71, 0.17], [0.15, 0.15, -0.75], [0.48, 0.22, 0.58], [0.38, -0.05, -0.76], [-0.47, -0.39, 0.42], [0.24, -0.14, -0.68], [-0.22, -0.04, 0.84], [-0.72, 0.00, 0.02], [0.19, -0.39, 0.70], [-0.27, -0.48, 0.77], [0.13, 0.02, -0.74], [0.26, -0.47, -0.58], [-0.26, 0.66, -0.14], [0.21, -0.63, -0.39], [0.41, -0.18, 0.56], [-0.05, -1.17, 0.13], [-0.04, 0.61, 0.40], [0.08, 0.10, -0.06], [0.15, 0.44, 0.73], [0.25, -0.50, -0.37], [0.54, 0.51, -0.23], [-0.20, 0.50, 0.60], [-0.11, -0.63, 0.47], [-0.53, 0.46, 0.36], [-0.26, -0.66, -0.32], [-0.62, 0.45, -0.30], [-0.02, 0.06, 0.04], [-0.78, -0.29, 0.10], [0.36, -0.05, 0.46], [-0.09, 0.10, -0.18], [0.03, -0.01, 0.00], [-0.01, -0.05, 0.05], [0.08, -0.09, 0.03], [-0.01, 0.04, 0.05], [-0.14, 0.06, -0.06], [-0.27, -0.11, 0.58], [-0.07, -0.05, -0.19], [0.08, 0.11, -0.10], [0.37, 0.16, 0.05], [-0.06, 0.01, 0.03], [-0.03, -0.07, -0.02], [-0.04, 0.07, 0.17], [0.24, 0.10, 0.09], [-0.10, -0.44, -0.18], [-0.06, 0.24, -0.14], [0.06, -0.08, 0.00], [-0.02, -0.10, 0.10], [0.11, 0.16, 0.23], [-0.07, -0.10, -0.34], [0.22, -0.03, 0.10], [0.14, 0.01, 0.25], [-0.09, -0.01, -0.02], [-0.17, -0.08, -0.41], [0.13, 0.03, 0.19], [-0.06, 0.02, 0.00], [0.00, -0.04, -0.08], [-0.07, -0.19, 0.10], [-0.04, 0.00, -0.28], [0.06, -0.17, -0.05], [0.02, -0.17, -0.07], [0.04, 0.03, -0.05], [0.00, 0.07, 0.08], [0.28, 0.04, 0.03], [0.08, 0.06, 0.01], [0.00, 0.07, -0.16], [0.24, -0.13, 0.05], [-0.15, 0.04, 0.01], [0.01, 0.00, -0.04], [-0.10, -0.35, 0.41], [-0.03, 0.17, -0.31], [-0.03, -0.01, -0.05], [0.08, -0.12, -0.01], [-0.05, 0.06, 0.02], [-0.06, 0.36, -0.02], [-0.15, -0.02, -0.12], [0.11, 0.05, 0.02], [0.00, -0.04, 0.05], [-0.16, -0.05, -0.01], [-0.04, 0.03, -0.02], [0.34, -0.03, 0.30], [0.02, 0.04, 0.19], [0.03, -0.01, -0.07], [-0.05, 0.00, -0.11], [-0.01, -0.09, -0.01], [-0.01, 0.01, 0.04], [0.01, 0.05, 0.01]], "lowdin_charge": [-0.119, -0.237, -0.202, -0.211, -0.219, -0.190, -0.201, -0.182, -0.198, -0.178, -0.208, -0.198, -0.202, -0.194, -0.193, -0.226, -0.309, -0.284, 0.337, -0.289, -0.318, -0.178, -0.236, -0.105, 0.566, -0.631, 0.064, 0.058, 0.060, 0.103, 0.083, 0.101, 0.099, 0.101, 0.075, 0.086, 0.102, 0.093, 0.093, 0.096, 0.075, 0.101, 0.098, 0.095, 0.103, 0.075, 0.101, 0.101, 0.079, 0.110, 0.108, 0.101, 0.087, 0.099, 0.084, 0.088, 0.096, 0.099, 0.039, 0.088, 0.086, 0.025, 0.034, -0.047, 0.044, 0.031, 0.053, 0.095, 0.102, 0.096, 0.093, 0.086, 0.035, -0.059, -0.068, -0.060, 0.041, 0.025, -0.059, 0.024, 0.015, -0.053, 0.034, 0.050, -0.059, 0.037, 0.045, -0.055, 0.030, 0.018, -0.058, 0.031, 0.035, -0.046, 0.031, 0.042, -0.056, 0.032, -0.011, -0.053, 0.041, 0.040, -0.052, 0.020, 0.046, -0.058, 0.037, 0.033, -0.050, 0.043, 0.049, -0.036, 0.048, 0.054, -0.093, -0.013, 0.034, -0.079, 0.034, -0.021, -0.051, 0.042, 0.036, -0.082, 0.009, -0.011, -0.068, -0.001, 0.037, -0.059, 0.020, 0.029], "energy_ha": -4736.4928, "charge": -1, "lumo_energy_ev": 1.54, "multiplicity": 1}